Molecular formula: C6H12
Method: DFT, wB97M-V/def2-TZVPD

XYZ file:
```
18
Properties=species:S:1:pos:R:3
C -2.33277 -0.00396 0.10519
C -1.29047 -0.97165 0.67171
C 0.15241 -0.44643 0.72123
C 0.65108 0.31486 -0.50289
C 2.01766 -0.01316 -1.04048
C 1.79972 1.24498 -0.25038
H -2.25879 0.08523 -0.98384
H -2.22624 1.00033 0.52892
H -3.34631 -0.35355 0.32821
H -1.56952 -1.23456 1.69865
H -1.33131 -1.90693 0.10017
H 0.81880 -1.29843 0.90637
H 0.28109 0.21205 1.59134
H -0.10123 0.65609 -1.21175
H 2.53868 -0.84146 -0.56598
H 2.22134 0.08697 -2.10366
H 1.84508 2.19236 -0.77908
H 2.13078 1.27727 0.78628
```

Kohn-Sham gap: 11.2844 eV
HOMO level: -10.000 eV
ΔE to the lowest compared entry with this formula, charge and spin: 120.0 kJ/mol
spin multiplicity: 1